C53H46N6O2PSSc | wB97M-V/def2-TZVPD

Its max |F| is 0.07614 Eh/bohr. Its frontier orbital gap is 7.251 eV. The total charge is +2.

Last column: Mulliken charge in e.
Positions of all 110 atoms, in Å:
Sc 11.7565 13.5915 11.7905  -1.846
C 12.9633 11.4872 7.8993  -1.842
C 12.5924 12.5410 8.9384  0.127
N 12.8178 12.3902 10.1821  2.598
N 13.5247 11.2898 10.5803  -1.290
C 13.7068 11.3253 11.8854  0.084
O 13.2242 12.2373 12.7171  0.898
C 14.4445 10.2019 12.5037  -0.040
C 15.0160 9.1187 11.8276  -0.367
C 15.5920 8.0298 12.4794  -0.839
C 15.6908 8.0672 13.8674  -0.734
C 15.1067 9.1304 14.5690  -1.043
C 14.5472 10.1996 13.9170  0.518
C 11.9770 13.8174 8.5628  0.902
C 11.9821 14.2416 7.2282  -1.145
C 11.3986 15.4966 6.9243  -0.841
C 10.7892 16.2242 7.8969  -1.168
C 10.7672 15.6960 9.1984  -0.536
N 11.3843 14.5707 9.5306  1.310
H 13.7388 11.8801 7.2629  0.382
H 13.2709 10.4899 8.3414  0.342
H 12.1121 11.2389 7.2209  0.372
H 14.9908 9.1211 10.7507  0.455
H 15.8945 7.2593 11.8118  0.459
H 16.2907 7.2948 14.3138  0.435
H 15.2479 9.1649 15.5935  0.732
H 14.2968 11.0420 14.5789  -0.282
H 12.2572 13.6888 6.3490  0.556
H 11.3225 15.7701 5.8982  0.540
H 10.3149 17.1577 7.6320  0.542
H 10.3387 16.2545 10.0097  0.587
N 10.1764 15.3778 12.3981  0.632
C 10.4243 16.8071 12.3843  -1.443
C 9.3522 17.7454 12.4322  -0.405
C 9.6491 19.1321 12.3351  -0.857
C 10.9652 19.4887 12.2734  -0.825
C 12.0044 18.5936 12.3469  -0.605
C 11.7195 17.2149 12.2734  0.727
P 12.9961 15.9884 12.6652  2.727
C 14.0441 16.6116 13.9283  0.533
C 13.5624 17.0859 15.1740  -0.750
C 14.4036 17.5167 16.1738  -0.634
C 15.7935 17.5941 15.9773  -0.655
C 16.2682 17.1787 14.7598  -0.803
C 15.4405 16.7317 13.7373  -0.780
C 14.0691 15.7603 11.1432  0.099
C 13.9232 16.4076 9.9401  -0.713
C 14.5743 15.9583 8.8351  -0.343
C 15.3298 14.7653 8.8473  -0.797
C 15.4900 14.1071 10.0734  -0.586
C 14.8756 14.6016 11.2317  0.407
H 10.2270 15.0614 13.3407  0.212
H 9.2159 15.2209 12.2517  0.303
H 8.3553 17.3685 12.6208  0.466
H 8.8830 19.8395 12.3371  0.535
H 11.2673 20.5142 12.3388  0.491
H 13.0776 18.8870 12.4837  0.442
H 12.5660 16.8368 15.4116  0.481
H 13.9791 17.8137 17.1217  0.445
H 16.4035 17.9432 16.8058  0.462
H 17.2939 17.3010 14.5761  0.523
H 15.8736 16.4423 12.8058  0.466
H 13.2045 17.2987 9.9660  0.323
H 14.5074 16.6063 7.9198  0.418
H 15.9177 14.4542 7.8796  0.337
H 16.1049 13.1858 10.2223  0.391
H 15.0642 14.0013 12.2005  -0.098
N 10.9836 12.8844 13.8703  0.927
C 9.5951 12.6221 13.8647  -0.149
C 8.7756 12.7191 14.9313  -0.566
C 7.4644 12.4361 14.8570  -0.962
C 6.8272 12.0986 13.6738  -0.792
C 7.6097 12.0408 12.5372  0.627
C 7.1131 11.7576 11.2579  -0.607
C 7.9632 11.6763 10.1777  -1.306
C 9.3367 11.9409 10.3507  0.355
N 9.8356 12.1981 11.4946  0.352
C 9.0141 12.2134 12.6526  0.276
H 11.5297 12.0029 13.8488  0.017
H 11.3084 13.4632 14.6472  0.204
H 9.3021 13.0642 15.8282  0.564
H 6.8092 12.5134 15.6875  0.424
H 5.8181 11.9347 13.4394  0.556
H 6.0639 11.6040 11.1368  0.480
H 7.5019 11.3748 9.2167  0.409
H 9.9725 11.9549 9.4990  0.563
O 12.8364 13.5082 15.9473  -0.142
S 13.6750 13.6126 17.1958  -0.384
C 13.8729 12.0039 17.8352  0.817
C 13.2487 10.9050 17.2878  -0.087
C 13.4626 9.6091 17.8742  -0.655
C 14.1608 9.4900 19.0384  -0.576
C 14.6726 10.6352 19.6404  -0.514
C 14.5079 11.8641 19.0993  -0.764
C 15.3457 13.9440 16.6617  0.482
C 16.3493 14.3764 17.4605  -0.219
C 17.6452 14.4470 16.9817  -0.696
C 17.9516 13.9454 15.7146  -0.795
C 16.9744 13.5450 14.8845  -0.944
C 15.6176 13.5517 15.3629  0.198
H 12.7334 11.0349 16.3753  0.312
H 13.0989 8.8002 17.3223  0.552
H 14.1588 8.5204 19.5127  0.415
H 15.2664 10.4318 20.5592  0.335
H 14.9226 12.7179 19.5819  0.440
H 16.1061 14.8865 18.4149  0.487
H 18.4955 14.8014 17.6096  0.397
H 18.9474 13.8803 15.4143  0.540
H 17.1530 13.3642 13.8151  0.433
H 14.8831 13.3176 14.6416  0.006

Atoms 1-3, force components in eV/Å:
0.89 -0.54 0.12
-0.73 -0.94 0.29
0.11 -1.05 -0.85